one.
{
  "formula": "C2H3IO",
  "method": "ωB97M-V with the def2-TZVPD basis set",
  "symbols": ["C", "C", "O", "H", "H", "I", "H"],
  "positions_angstrom": [[0.70, 0.80, -1.18], [0.01, -0.22, -1.62], [-0.52, -1.13, -2.09], [0.14, 1.60, -0.61], [1.67, 0.67, -1.38], [-1.30, -3.56, 1.61], [-1.07, -2.14, 0.96]],
  "nbo_charge": [-0.785, 0.718, -0.457, 0.271, 0.253, -0.094, 0.093],
  "e_lumo_ev": 0.6,
  "orbital_gap_ev": 10.12,
  "smiles": "C=C=O.I"
}

=====

two.
{
  "formula": "C2H3IO",
  "method": "ωB97M-V with the def2-TZVPD basis set",
  "symbols": ["C", "C", "O", "I", "H", "H", "H"],
  "positions_angstrom": [[-0.24, 0.25, 0.81], [-0.16, -0.40, -0.52], [-0.71, -1.02, 0.59], [-1.18, -0.24, -2.25], [0.66, 0.41, 1.31], [-0.91, 1.01, 1.10], [2.54, -0.01, -1.04]],
  "nbo_charge": [-0.138, 0.042, -0.462, 0.209, 0.176, 0.178, -0.004],
  "e_lumo_ev": [-0.6, -0.3],
  "orbital_gap_ev": [9.24, 8.17]
}

=====

It is two that is the least stable of them.

=====

one.
{
  "formula": "C3H6N2O",
  "method": "ωB97M-V with the def2-TZVPD basis set",
  "symbols": ["C", "C", "N", "C", "N", "H", "H", "H", "H", "H", "H", "O"],
  "positions_angstrom": [[-0.66, 0.00, -0.84], [-1.83, 0.63, -0.40], [-2.39, -0.03, 0.63], [-1.53, -0.99, 0.94], [-0.47, -0.96, 0.10], [0.09, 0.51, -1.43], [-2.10, 1.64, -0.68], [-1.48, -1.64, 1.80], [0.37, -1.48, 0.35], [3.06, 1.26, 0.35], [3.41, 0.64, -0.89], [3.52, 0.43, 0.07]],
  "nbo_charge": [-0.326, -0.125, -0.496, 0.110, -0.531, 0.181, 0.192, 0.179, 0.406, 0.341, 0.294, -1.224],
  "e_lumo_ev": [4.1, 3.9],
  "orbital_gap_ev": [3.19, 9.30],
  "charge": -1,
  "multiplicity": 2
}

=====

two.
{
  "formula": "C3H6N2O",
  "method": "ωB97M-V with the def2-TZVPD basis set",
  "symbols": ["C", "C", "N", "C", "N", "H", "H", "H", "H", "H", "H", "O"],
  "positions_angstrom": [[0.03, -1.30, -0.03], [1.01, -1.83, 0.78], [1.50, -0.74, 1.54], [0.86, 0.36, 1.05], [-0.07, 0.02, 0.14], [-0.48, -1.91, -0.77], [1.46, -2.71, 0.92], [1.20, 1.29, 1.44], [-0.79, 0.64, -0.31], [-1.21, 1.86, -2.30], [-1.84, 2.60, -1.09], [-1.66, 1.70, -1.37]],
  "nbo_charge": [-0.108, -0.148, -0.505, 0.107, -0.537, 0.201, 0.186, 0.196, 0.468, 0.238, 0.332, -1.431],
  "e_lumo_ev": [4.0, 3.9],
  "orbital_gap_ev": [3.49, 9.25],
  "charge": -1,
  "multiplicity": 2
}

=====

It is one that is the least stable of them.

=====

one.
{
  "formula": "C6H15NO2",
  "method": "ωB97M-V with the def2-TZVPD basis set",
  "symbols": ["C", "N", "C", "C", "C", "C", "C", "O", "H", "H", "H", "H", "H", "H", "H", "H", "H", "H", "H", "H", "H", "O", "H", "H"],
  "positions_angstrom": [[-1.59, 1.19, 0.11], [-0.75, 0.82, -1.03], [-1.44, 1.00, -2.32], [-0.34, -0.60, -0.88], [1.08, -0.75, -0.31], [1.15, -1.92, 0.69], [0.74, -1.47, 2.09], [1.00, -2.15, 3.06], [-0.92, 1.31, 0.97], [-1.95, 2.20, -0.07], [-2.39, 0.48, 0.35], [-0.86, 0.47, -3.07], [-1.45, 2.07, -2.51], [-2.39, 0.45, -2.35], [-1.00, -1.13, -0.17], [-0.52, -1.17, -1.80], [1.86, -0.90, -1.05], [1.24, 0.18, 0.23], [0.52, -2.78, 0.45], [2.15, -2.34, 0.75], [0.24, -0.50, 2.22], [2.15, 2.02, 1.34], [2.16, 1.73, 2.26], [1.28, 1.78, 1.02]],
  "nbo_charge": [-0.415, -0.444, -0.414, -0.226, -0.410, -0.521, 0.443, -0.515, 0.178, 0.207, 0.177, 0.198, 0.208, 0.169, 0.165, 0.199, 0.220, 0.204, 0.232, 0.240, 0.097, -0.925, 0.468, 0.463],
  "e_lumo_ev": 0.8,
  "orbital_gap_ev": 9.88,
  "smiles": "CN(C)CCCC=O.O"
}

=====

two.
{
  "formula": "C6H15NO2",
  "method": "ωB97M-V with the def2-TZVPD basis set",
  "symbols": ["C", "C", "C", "C", "O", "C", "C", "N", "O", "H", "H", "H", "H", "H", "H", "H", "H", "H", "H", "H", "H", "H", "H", "H"],
  "positions_angstrom": [[-2.30, 0.20, 0.25], [-1.16, 1.10, -0.21], [-1.05, 1.15, -1.73], [0.29, 0.81, 0.58], [0.03, 0.69, 1.95], [0.94, -0.39, -0.03], [0.30, -1.74, 0.20], [2.36, -0.42, 0.72], [3.34, -1.00, -0.15], [-2.26, 0.07, 1.33], [-2.28, -0.77, -0.24], [-3.25, 0.67, 0.01], [-1.37, 2.11, 0.15], [-1.96, 1.58, -2.15], [-0.21, 1.77, -2.05], [-0.93, 0.15, -2.15], [0.91, 1.70, 0.39], [0.67, 0.08, 2.34], [1.15, -0.22, -1.09], [1.04, -2.52, 0.06], [-0.50, -1.92, -0.52], [-0.12, -1.81, 1.20], [2.73, 0.52, 0.87], [3.61, -1.82, 0.27]],
  "nbo_charge": [-0.622, -0.212, -0.618, 0.106, -0.722, -0.093, -0.628, -0.371, -0.602, 0.230, 0.195, 0.210, 0.199, 0.217, 0.209, 0.199, 0.157, 0.482, 0.209, 0.219, 0.213, 0.216, 0.341, 0.466],
  "e_lumo_ev": 0.9,
  "orbital_gap_ev": 10.30,
  "smiles": "CC(C)[C@@H](O)[C@H](C)NO"
}

=====

three.
{
  "formula": "C6H15NO2",
  "method": "ωB97M-V with the def2-TZVPD basis set",
  "symbols": ["C", "N", "C", "O", "C", "C", "C", "C", "O", "H", "H", "H", "H", "H", "H", "H", "H", "H", "H", "H", "H", "H", "H", "H"],
  "positions_angstrom": [[0.55, -2.75, -1.34], [-0.68, -2.31, -0.72], [-0.74, -0.97, -0.03], [-0.72, -1.21, 1.35], [0.39, -0.04, -0.43], [0.19, 1.46, 0.11], [1.42, 1.86, 0.94], [-1.08, 1.79, 0.90], [0.20, 2.32, -1.04], [1.38, -2.81, -0.64], [0.40, -3.75, -1.77], [0.83, -2.10, -2.18], [-0.97, -3.01, -0.04], [-1.71, -0.54, -0.31], [-1.64, -1.27, 1.65], [1.33, -0.43, -0.03], [0.46, 0.02, -1.52], [1.49, 1.27, 1.85], [2.34, 1.74, 0.36], [1.37, 2.93, 1.21], [-1.98, 1.58, 0.31], [-1.12, 2.86, 1.13], [-1.13, 1.25, 1.85], [-0.58, 2.11, -1.58]],
  "nbo_charge": [-0.416, -0.654, 0.246, -0.730, -0.459, 0.262, -0.623, -0.645, -0.732, 0.166, 0.203, 0.191, 0.361, 0.151, 0.473, 0.223, 0.229, 0.216, 0.216, 0.215, 0.198, 0.224, 0.224, 0.460],
  "e_lumo_ev": 0.7,
  "orbital_gap_ev": 9.39,
  "smiles": "CN[C@@H](O)CC(C)(C)O"
}

=====

It is two that is the least stable of them.

=====

one.
{
  "formula": "C6H15NO2",
  "method": "ωB97M-V with the def2-TZVPD basis set",
  "symbols": ["C", "C", "C", "C", "O", "H", "H", "H", "H", "H", "H", "H", "H", "C", "N", "O", "C", "H", "H", "H", "H", "H", "H", "H"],
  "positions_angstrom": [[0.30, 1.09, -2.02], [-0.73, 1.61, -1.02], [-0.11, 2.53, 0.04], [-1.51, 0.49, -0.37], [-2.10, 0.58, 0.69], [1.08, 0.53, -1.51], [0.76, 1.92, -2.54], [-0.17, 0.44, -2.75], [-1.49, 2.19, -1.57], [0.28, 3.44, -0.42], [0.72, 2.03, 0.54], [-0.85, 2.80, 0.78], [-1.66, -0.39, -1.03], [-0.01, -0.86, 2.39], [0.59, -1.09, 1.10], [0.08, -2.31, 0.55], [1.09, -2.94, -0.21], [-1.07, -0.53, 2.27], [0.53, -0.05, 2.87], [0.07, -1.77, 2.99], [0.23, -0.34, 0.45], [0.63, -3.87, -0.57], [1.39, -2.33, -1.07], [1.96, -3.17, 0.40]],
  "nbo_charge": [-0.608, -0.337, -0.609, 0.419, -0.527, 0.209, 0.220, 0.212, 0.233, 0.213, 0.206, 0.232, 0.123, -0.445, -0.332, -0.429, -0.242, 0.206, 0.202, 0.211, 0.318, 0.190, 0.161, 0.177],
  "e_lumo_ev": 0.8,
  "orbital_gap_ev": 9.78,
  "smiles": "CC(C)C=O.CNOC"
}

=====

two.
{
  "formula": "C6H15NO2",
  "method": "ωB97M-V with the def2-TZVPD basis set",
  "symbols": ["C", "C", "N", "O", "H", "H", "H", "H", "H", "H", "H", "C", "C", "C", "C", "O", "H", "H", "H", "H", "H", "H", "H", "H"],
  "positions_angstrom": [[-0.73, -0.86, -1.69], [0.43, -1.82, -1.92], [1.56, -0.13, 1.10], [0.90, -0.90, 2.09], [0.84, -0.33, 2.88], [1.77, -0.79, 0.35], [-0.93, -0.28, -2.58], [-1.63, -1.42, -1.43], [0.64, -2.40, -1.03], [1.33, -1.27, -2.21], [0.20, -2.51, -2.72], [0.96, 1.05, 0.68], [-2.12, 0.29, 1.84], [1.71, 1.63, -0.49], [-1.73, 1.02, 0.59], [-2.52, 1.48, -0.19], [0.76, 1.73, 1.49], [-0.52, -0.18, -0.87], [-1.79, 0.87, 2.70], [-3.20, 0.15, 1.89], [-1.61, -0.67, 1.87], [1.09, 2.36, -1.01], [1.98, 0.85, -1.20], [2.62, 2.12, -0.16]],
  "nbo_charge": [-0.616, -0.610, -0.323, -0.568, 0.465, 0.365, 0.206, 0.201, 0.195, 0.192, 0.208, -0.045, -0.769, -0.669, 0.546, -0.533, 0.174, 0.212, 0.232, 0.222, 0.254, 0.234, 0.207, 0.218],
  "e_lumo_ev": [0.8, 0.5],
  "orbital_gap_ev": [8.24, 7.49]
}

=====

It is two that is the least stable of them.